{
  "formula": "C48H37Br4O4RuS2Si",
  "method": "ωB97M-V with the def2-TZVPD basis set",
  "e_homo_ha": [-0.246, -0.271],
  "gap_ev": [6.5619, 5.5815],
  "multiplicity": 6,
  "lumo_ev": [-0.1, -1.8],
  "e_tot_ha": -13628.96198,
  "s_squared": 8.78,
  "relative_energy_kcal_mol": 13.9,
  "species": ["Ru", "C", "C", "C", "C", "C", "C", "C", "S", "O", "C", "C", "C", "C", "C", "C", "C", "C", "C", "C", "C", "C", "C", "C", "C", "C", "C", "C", "C", "C", "S", "O", "C", "C", "C", "C", "C", "C", "C", "H", "H", "H", "H", "H", "H", "H", "H", "H", "H", "H", "H", "H", "H", "H", "H", "H", "H", "H", "H", "H", "H", "H", "H", "H", "H", "Br", "C", "C", "Br", "C", "Br", "C", "O", "C", "O", "C", "Br", "C", "Si", "C", "C", "C", "C", "C", "C", "C", "H", "H", "H", "H", "H", "H", "H", "H", "H", "H", "H"],
  "xyz": [[12.9889, 12.1509, 16.1717], [21.5040, 10.6282, 14.6137], [20.0469, 11.0167, 14.8113], [19.0486, 10.0926, 14.6429], [17.7008, 10.4569, 14.7714], [17.4038, 11.7734, 14.9938], [18.4012, 12.7152, 15.2224], [19.7182, 12.3298, 15.1497], [15.6718, 12.3238, 15.1117], [15.6781, 13.5090, 16.0122], [15.3341, 12.8886, 13.4118], [15.0956, 11.8178, 12.4976], [14.8512, 12.0973, 11.1903], [14.7282, 13.4458, 10.7636], [14.4774, 13.7458, 9.3981], [14.4065, 15.0399, 8.9520], [14.5822, 16.0886, 9.8780], [14.7114, 15.8525, 11.2209], [14.8434, 14.5182, 11.6912], [15.1276, 14.2025, 13.0589], [15.3046, 15.3632, 13.9797], [16.4981, 16.1044, 13.9266], [17.5911, 15.6933, 13.1402], [18.7504, 16.4172, 13.1419], [18.8823, 17.5761, 13.9525], [17.7937, 18.0241, 14.6635], [16.5826, 17.3005, 14.6658], [15.4686, 17.7825, 15.3686], [14.3198, 17.0577, 15.4418], [14.2599, 15.8266, 14.7682], [12.8054, 14.7172, 15.0044], [11.6426, 15.1834, 14.2122], [12.5022, 15.0708, 16.7392], [11.1675, 15.0451, 17.1026], [10.8224, 15.1332, 18.4642], [11.8290, 15.3315, 19.4041], [11.5819, 15.3279, 20.8767], [13.1741, 15.3919, 19.0125], [13.5183, 15.2265, 17.6824], [21.5691, 9.5631, 14.3276], [22.0722, 10.7260, 15.5293], [21.9510, 11.2440, 13.8565], [19.3145, 9.0935, 14.3742], [16.9313, 9.7113, 14.6414], [18.0958, 13.7215, 15.4288], [20.5084, 13.0523, 15.2527], [15.1256, 10.8202, 12.8452], [14.7736, 11.3046, 10.4830], [14.3846, 12.9375, 8.6946], [14.2523, 15.2596, 7.8922], [14.5651, 17.1199, 9.5156], [14.7489, 16.6928, 11.8996], [17.4615, 14.8036, 12.5569], [19.5987, 16.1353, 12.5167], [19.7922, 18.1536, 13.9679], [17.8885, 18.9373, 15.2258], [15.5108, 18.7754, 15.8240], [13.4650, 17.4307, 15.9733], [10.4159, 14.8448, 16.3543], [9.8046, 15.0638, 18.7930], [10.5522, 15.0441, 21.0824], [11.7583, 16.3017, 21.3379], [12.2479, 14.5975, 21.3289], [13.9010, 15.4934, 19.7980], [14.5758, 15.2759, 17.4210], [9.6763, 6.2994, 14.4593], [10.0905, 8.0979, 14.7272], [9.0459, 9.0608, 14.9482], [7.2621, 8.4652, 14.9897], [9.2741, 10.3845, 15.2341], [7.9814, 11.6784, 15.5723], [10.6197, 10.8227, 15.2977], [10.9002, 12.0016, 15.6436], [11.6844, 9.8620, 15.0029], [12.8725, 10.3205, 14.9811], [11.3883, 8.5070, 14.7752], [12.8429, 7.3737, 14.4557], [14.9113, 10.1048, 18.7092], [13.2100, 11.0214, 18.4395], [11.8413, 9.6888, 18.1601], [12.6799, 11.6912, 20.1638], [13.6929, 12.1530, 21.0075], [13.4665, 12.5207, 22.3252], [12.1636, 12.4868, 22.8106], [11.1073, 12.0780, 21.9924], [11.3626, 11.7299, 20.6617], [14.8710, 9.4863, 19.6320], [15.7495, 10.7877, 18.8348], [15.1400, 9.4723, 17.8316], [11.5089, 9.2650, 19.1246], [12.1375, 8.8432, 17.5217], [10.9481, 10.1707, 17.7343], [14.6996, 12.1947, 20.6248], [14.2690, 12.8657, 22.9733], [11.9416, 12.8087, 23.8301], [10.0921, 12.1135, 22.3513], [10.5605, 11.3787, 20.0456]],
  "forces_ev_per_a": [[0.55, 0.46, 0.50], [-0.86, -0.90, 0.25], [1.02, 0.16, 0.10], [-0.84, 0.16, 0.04], [0.51, -0.52, -0.43], [-0.62, 0.54, 0.18], [-0.32, -0.10, -0.14], [-0.08, -0.08, -0.37], [0.44, -0.06, -0.39], [-0.08, 0.10, 0.14], [-0.40, -0.33, 0.01], [0.32, 1.31, -0.03], [0.11, 0.63, 0.63], [-0.04, 0.31, -0.38], [0.11, 0.36, 0.00], [0.30, -0.24, 0.08], [-0.40, 0.57, -0.10], [0.20, -0.24, -0.36], [-0.28, -0.47, -0.08], [0.48, -0.29, 0.29], [-1.26, 0.02, 0.46], [0.02, 0.29, 0.16], [0.38, 0.32, 0.12], [0.52, 0.10, -0.01], [-0.98, -0.05, -0.09], [0.89, -0.27, -0.39], [0.38, 0.29, 0.00], [-0.45, 0.64, 0.32], [0.21, -0.05, -0.39], [-0.14, -0.94, -0.26], [0.57, 0.69, -0.44], [0.27, -0.03, 0.24], [-0.09, 0.11, -0.25], [-0.33, -0.40, 0.91], [1.09, 0.38, -0.57], [0.33, -0.27, 0.05], [-0.51, 0.11, 0.02], [-0.88, -0.29, -0.67], [0.58, 0.37, 0.53], [0.04, 0.53, -0.06], [0.13, 0.20, 0.26], [0.32, 0.24, -0.40], [0.01, -0.57, -0.02], [-0.18, -0.04, 0.01], [0.05, 0.46, 0.15], [0.15, 0.24, 0.19], [0.13, -0.97, 0.33], [-0.24, -0.42, -0.47], [-0.09, -0.28, -0.11], [0.05, -0.09, 0.40], [-0.08, -0.32, 0.16], [0.10, -0.08, 0.09], [0.24, -0.28, -0.31], [-0.27, -0.12, 0.16], [0.19, -0.05, -0.07], [-0.17, 0.17, 0.21], [0.11, -0.36, -0.01], [-0.23, 0.02, 0.19], [-0.09, 0.14, -0.13], [-0.40, -0.07, -0.02], [-0.04, -0.05, 0.16], [0.08, 0.03, -0.07], [-0.07, 0.04, 0.17], [0.42, 0.08, -0.02], [-0.37, -0.24, -0.20], [-0.08, -0.20, -0.08], [-0.57, 0.45, 0.30], [-0.58, -0.33, 0.23], [-0.12, -0.10, -0.11], [0.70, -0.57, -0.41], [-0.30, 0.02, 0.05], [-0.40, -0.83, -0.04], [0.54, 0.63, 0.18], [0.15, 0.97, 0.05], [0.28, -0.17, 0.27], [0.06, -0.02, -0.53], [0.11, -0.08, 0.04], [-0.62, 0.00, 0.11], [-0.43, -1.03, -0.10], [-0.01, -0.14, 0.58], [0.06, 0.60, -0.22], [0.14, -0.15, 0.07], [-0.48, 0.16, 0.14], [-0.41, -0.07, 0.30], [0.71, 0.40, -0.61], [0.79, -0.42, 0.52], [-0.07, 0.19, -0.59], [0.03, 0.19, -0.05], [-0.19, 0.16, 0.40], [0.20, 0.04, -0.26], [-0.03, 0.32, 0.06], [0.20, -0.19, 0.02], [0.30, -0.03, -0.04], [-0.05, -0.10, -0.19], [0.15, -0.15, -0.22], [-0.15, -0.12, 0.14], [-0.43, -0.03, -0.30]]
}